# C5H8O

C5H8O in the gas phase (ωB97M-V with the def2-TZVPD basis set, the Open Molecules 2025 dataset).

```
! RIJCOSX wB97M-V def2-TZVPD def2/J DEFGRID3
* xyz 0 1
O 1.97688 0.48045 1.53956
C 1.11130 0.21928 0.73929
C 0.49395 1.20629 -0.24974
C -0.74877 0.50325 -0.82633
C -0.96810 -0.75557 0.04762
C 0.43043 -1.12794 0.55011
H 0.27792 2.14671 0.26695
H 1.24641 1.43689 -1.01317
H -1.62959 1.15154 -0.81890
H -0.57285 0.20937 -1.86691
H -1.45677 -1.56380 -0.50521
H -1.61297 -0.51505 0.90194
H 0.46141 -1.72562 1.46395
H 0.99073 -1.66581 -0.22916
*
```

Output
* energy relative to the best compared isomer or geometry (same formula, charge and spin): 0.043 eV
* largest force on an atom: 0.009 hartree/bohr
* lowest unoccupied orbital energy: 0.9671 eV
* frontier orbital gap: 10.4 eV
* highest occupied orbital energy: -9.4 eV
* SMILES string: O=C1CCCC1


# C5H8N2

2 unconnected molecules or ions with the total composition C5H8N2 (ωB97M-V with the def2-TZVPD basis set, the Open Molecules 2025 dataset).

```
! RIJCOSX wB97M-V def2-TZVPD def2/J DEFGRID3
* xyz 0 1
C -1.36048 0.71101 -1.83565
N -0.79288 0.38481 -0.54179
C -1.48489 -0.50942 0.38117
C -0.59133 -0.45953 1.42184
C 0.56091 0.32947 1.04465
C 1.81037 0.37631 1.50960
N 0.33392 0.87741 -0.23181
H -1.39126 -0.19648 -2.44092
H -0.75372 1.48053 -2.31326
H -2.38186 1.05149 -1.66847
H 0.69280 -2.00945 -0.42389
H -0.65405 -0.99922 2.36069
H 1.37564 -1.81286 -0.65939
H 2.05577 -0.13749 2.42778
H 2.58105 0.91342 0.96948
*
```

Output
* energy relative to the best compared isomer or geometry (same formula, charge and spin): 5.186 eV
* largest force on an atom: 0.008 hartree/bohr
* lowest unoccupied orbital energy: -1.2249 eV
* frontier orbital gap: 7.0 eV
* highest occupied orbital energy: -8.2 eV


# C5H29NO9

10 unconnected molecules or ions with the total composition C5H29NO9 (ωB97M-V with the def2-TZVPD basis set, the Open Molecules 2025 dataset).

```
! RIJCOSX wB97M-V def2-TZVPD def2/J DEFGRID3
* xyz 0 1
C 1.70591 -2.59505 -0.27881
C 0.76987 -1.50762 -0.61264
C 0.53024 -0.46860 0.20552
C -0.44114 0.61118 -0.08657
N -0.94463 1.20689 1.18406
C -1.95205 2.24645 0.91803
H 2.30021 -2.85061 -1.18660
H 1.15738 -3.48640 0.04817
H 2.39309 -2.37757 0.53077
H 0.17900 -1.65504 -1.56612
H 1.07666 -0.35773 1.13240
H -1.34331 0.24207 -0.67842
H 0.06620 1.40474 -0.74486
H -0.19000 1.62459 1.70405
H -2.32707 2.61010 1.90181
H -2.80267 1.87537 0.40221
H -1.61570 3.11445 0.38378
O 1.22540 3.42812 -1.68181
H 1.30013 2.61623 -2.24106
H 1.67801 3.20683 -0.86324
O 2.62092 1.57909 0.13399
H 2.15624 1.43323 0.95701
H 3.57511 1.53034 0.29578
O -2.19560 -1.91358 -1.79484
H -2.76448 -1.42779 -1.13432
H -1.68649 -1.25137 -2.25646
O -0.69161 -0.03909 -3.01687
H 0.20049 0.23621 -2.72015
H -1.08444 0.76349 -3.39837
O 1.72818 0.84370 -2.26663
H 2.02334 0.87330 -1.33013
H 2.48017 0.43130 -2.79293
O -3.12617 -1.08367 0.58225
H -2.65973 -1.90576 0.70470
H -2.58642 -0.36513 0.96337
O -0.05910 -0.49353 3.38442
H 0.02717 -1.44316 3.10584
H -0.70959 -0.17764 2.71458
O 1.85515 1.22767 2.69582
H 1.90005 1.87471 3.41900
H 1.20093 0.55592 3.00953
O -1.52670 -3.23513 0.44642
H -1.53943 -2.81277 -0.46250
H -1.90351 -4.08878 0.28983
*
```

Output
* energy relative to the best compared isomer or geometry (same formula, charge and spin): 1.166 eV
* largest force on an atom: 0.051 hartree/bohr
* lowest unoccupied orbital energy: 0.2278 eV
* frontier orbital gap: 9.2 eV
* highest occupied orbital energy: -9.0 eV
* SMILES string: C/C=C/CNC.O.O.O.O.O.O.O.O.O


# C5H8N

A gas-phase ion, C5H8N (charge +1) (ωB97M-V with the def2-TZVPD basis set, the Open Molecules 2025 dataset).

```
! RIJCOSX wB97M-V def2-TZVPD def2/J DEFGRID3
* xyz 1 1
C 0.33199 -1.47561 -1.25884
C 0.07944 -0.38737 -0.39735
N 0.25973 -0.60501 0.90342
C -0.10040 0.72091 1.48260
C -0.64002 1.78995 0.33968
C -0.39665 0.97001 -0.76400
H -0.33155 -2.42083 -1.13047
H 1.30866 -2.10412 -1.17411
H 0.15813 -1.23264 -2.32068
H 0.55030 -1.35937 1.50773
H 0.84605 1.23817 1.63244
H -0.52510 0.75459 2.50329
H -0.99899 2.81367 0.51131
H -0.54157 1.29765 -1.83501
*
```

Output
* energy relative to the best compared isomer or geometry (same formula, charge and spin): 2.050 eV
* largest force on an atom: 0.121 hartree/bohr
* lowest unoccupied orbital energy: -5.1794 eV
* frontier orbital gap: 10.2 eV
* highest occupied orbital energy: -15.4 eV
* SMILES string: CC1=[NH+]CC=C1


# C6H16O2Sn

A molecular structure, C6H16O2Sn (ωB97M-V with the def2-TZVPD basis set, the Open Molecules 2025 dataset).

```
! RIJCOSX wB97M-V def2-TZVPD def2/J DEFGRID3
* xyz 2 1
Sn -0.06255 0.41976 -0.18207
C 2.65448 -0.04422 1.14333
C 2.72062 0.75909 -0.14971
C 4.02507 0.62428 -0.92093
O 1.76816 0.38030 -1.07547
H 3.16709 0.35039 2.02061
H 3.17990 -0.99921 1.14644
H 1.64124 -0.31436 1.44074
H 2.54464 1.79137 0.15282
H 3.96441 1.04553 -1.92442
H 4.24615 -0.44260 -0.95225
H 4.82339 1.00331 -0.28286
H 1.95234 -0.41551 -1.57983
C -2.30612 -1.42124 -0.35439
C -2.95386 -0.04204 -0.22802
C -4.16424 -0.01882 0.71177
O -1.96834 0.85332 0.36140
H -2.93060 -2.12811 -0.90070
H -2.26472 -1.93177 0.60777
H -1.32562 -1.62568 -0.78446
H -3.14393 0.33586 -1.23260
H -4.93228 -0.74672 0.45030
H -4.53496 1.00604 0.69341
H -3.86496 -0.17380 1.74836
H -2.23531 1.73485 0.09076
*
```

Output
* largest force on an atom: 0.073 hartree/bohr
* lowest unoccupied orbital energy: -9.9221 eV
* frontier orbital gap: 8.2 eV
* highest occupied orbital energy: -18.1 eV


# C31H21Br6HfN4O3S6

A molecular structure, C31H21Br6HfN4O3S6 (ωB97M-V with the def2-TZVPD basis set, the Open Molecules 2025 dataset).

```
! RIJCOSX wB97M-V def2-TZVPD def2/J DEFGRID3
* xyz -1 1
Hf -0.49416 0.99456 0.44262
Br 4.24142 1.95322 5.38600
C 3.20347 2.05313 3.79599
C 3.51582 1.38429 2.57462
C 2.57651 1.37965 1.54225
N 1.29354 1.86764 1.76739
C 0.99678 2.46399 2.91434
C 1.96942 2.67180 3.90623
C -0.32640 3.09632 2.87978
C -0.86366 3.75090 3.97285
C -2.15436 4.32095 3.85092
Br -3.03835 5.33194 5.22214
C -2.88462 4.20647 2.65253
C -2.19855 3.60679 1.56337
N -1.04632 2.94052 1.73746
H 4.50012 0.93815 2.41391
H 2.78006 0.92797 0.56445
H 1.69494 3.20500 4.80792
H -0.29303 3.78997 4.89165
H -3.91346 4.54206 2.53309
H -2.59291 3.67033 0.51327
C -2.57768 -1.47336 -4.35301
C -2.48292 -2.55089 -3.25038
N -1.13758 -2.72903 -2.68852
C -0.25739 -3.74283 -3.24867
C -0.37086 -5.05058 -2.41708
C -0.67684 -1.93576 -1.68097
S -1.83374 -0.73495 -1.11850
N 0.60064 -2.11128 -1.34011
C 1.12814 -1.64368 -0.21984
O 0.64765 -0.76769 0.62959
C 2.38552 -2.32261 0.21627
C 2.81797 -2.24777 1.54014
C 3.90464 -3.01064 1.94551
C 4.58277 -3.79873 0.98175
C 4.17644 -3.82188 -0.33400
C 3.04351 -3.16574 -0.71211
H -3.62261 -1.22413 -4.62227
H -2.14663 -1.80268 -5.29800
H -2.06475 -0.57784 -4.04588
H -2.75769 -3.51505 -3.70168
H -3.24112 -2.28679 -2.53594
H 0.77681 -3.40427 -3.26917
H -0.57402 -3.91083 -4.27374
H -0.05344 -4.86754 -1.38163
H 0.22953 -5.84974 -2.86847
H -1.42870 -5.35511 -2.37747
H 2.23317 -1.66893 2.32882
H 4.22532 -3.09723 3.01548
H 5.37116 -4.45730 1.36184
H 4.84521 -4.30887 -1.05923
H 2.71621 -3.18729 -1.72152
Br -0.26206 5.06724 -5.30331
C 0.19889 3.75390 -4.05647
C 1.41277 2.96452 -4.07176
Br 2.59034 3.24975 -5.49341
C 1.72837 2.03261 -3.10428
Br 3.32837 0.93754 -3.03525
C 0.85212 1.91692 -2.01048
O 1.13473 1.21697 -0.91501
C -0.34527 2.68588 -1.98283
O -1.08229 2.53122 -0.94271
C -0.69290 3.57721 -3.04160
Br -2.43033 4.37266 -3.04904
S -6.34120 -1.64876 4.78234
C -5.17952 -1.02368 3.82529
S -5.50590 -0.09761 2.38186
C -3.83401 0.35484 2.04274
C -2.88090 -0.21919 2.91418
S -1.14760 -0.15121 2.79354
S -3.50090 -1.31396 4.15374
S -3.46770 1.31855 0.67845
*
```

Output
* energy relative to the best compared isomer or geometry (same formula, charge and spin): 0.483 eV
* largest force on an atom: 0.059 hartree/bohr
* lowest unoccupied orbital energy: 0.9416 eV
* frontier orbital gap: 4.7 eV
* highest occupied orbital energy: -3.8 eV


What did the second record say?
# C5H8N2

2 unconnected molecules or ions with the total composition C5H8N2 (ωB97M-V with the def2-TZVPD basis set, the Open Molecules 2025 dataset).

```
! RIJCOSX wB97M-V def2-TZVPD def2/J DEFGRID3
* xyz 0 1
C -1.36048 0.71101 -1.83565
N -0.79288 0.38481 -0.54179
C -1.48489 -0.50942 0.38117
C -0.59133 -0.45953 1.42184
C 0.56091 0.32947 1.04465
C 1.81037 0.37631 1.50960
N 0.33392 0.87741 -0.23181
H -1.39126 -0.19648 -2.44092
H -0.75372 1.48053 -2.31326
H -2.38186 1.05149 -1.66847
H 0.69280 -2.00945 -0.42389
H -0.65405 -0.99922 2.36069
H 1.37564 -1.81286 -0.65939
H 2.05577 -0.13749 2.42778
H 2.58105 0.91342 0.96948
*
```

Output
* energy relative to the best compared isomer or geometry (same formula, charge and spin): 5.186 eV
* largest force on an atom: 0.008 hartree/bohr
* lowest unoccupied orbital energy: -1.2249 eV
* frontier orbital gap: 7.0 eV
* highest occupied orbital energy: -8.2 eV